ORCA calculation (the ωB97M-V functional and the def2-TZVPD basis) on a structure of composition C25H16BrCl3MgN3O6.

```
55
C25H16BrCl3MgN3O6 the ωB97M-V functional and the def2-TZVPD basis
Mg 0.49634 -2.05502 -1.46470
C -4.94711 2.45851 -2.08356
O -4.28714 3.69630 -1.88877
C -3.30819 3.73019 -0.94532
C -2.55339 4.89824 -0.86857
C -1.52298 5.00360 0.04280
C -1.19024 3.93876 0.88231
C -1.98913 2.79345 0.83487
C -3.03780 2.69017 -0.06181
N -0.14895 4.15763 1.81797
N 0.60995 3.25416 2.22263
C 0.62843 1.96928 1.66286
C 0.67635 0.89813 2.54074
C 0.45798 -0.41409 2.12788
C 0.25556 -0.72434 0.78018
O -0.06465 -1.88906 0.33710
C 0.44265 0.36171 -0.15787
N 0.46308 0.00397 -1.45991
C 0.56553 0.92682 -2.38610
C 0.69728 2.28594 -2.06723
C 0.72888 2.66901 -0.75104
C 0.58532 1.70161 0.26347
H -5.59971 2.59469 -2.94210
H -5.55179 2.18393 -1.21481
H -4.23490 1.65639 -2.29250
H -2.79073 5.71458 -1.53902
H -0.93936 5.91382 0.10494
H -1.80581 1.96928 1.51031
H -3.62331 1.78138 -0.07010
H 0.79115 1.11877 3.59561
H 0.39266 -1.20980 2.85947
H 0.55703 0.58043 -3.41273
H 0.79757 3.01289 -2.86152
H 0.87707 3.70862 -0.49010
Br 0.99690 -4.99065 3.42060
C 2.47022 -4.09683 2.60920
C 3.60882 -3.87061 3.36325
C 4.68238 -3.22848 2.76296
C 4.60383 -2.82516 1.43973
C 3.44569 -3.04050 0.70142
C 2.36893 -3.69307 1.29162
C 3.40884 -2.55569 -0.74441
O 4.47726 -2.36903 -1.31033
O 2.24952 -2.34726 -1.25723
H 3.64791 -4.19614 4.39382
H 5.58151 -3.05224 3.34066
H 5.43469 -2.33388 0.95127
H 1.46037 -3.85807 0.73763
Cl -2.42704 -5.10462 -2.98519
C -1.50008 -4.10360 -1.84896
Cl 0.19882 -4.58627 -1.89765
Cl -2.12478 -4.33387 -0.22064
C -1.65243 -2.58699 -2.33052
O -2.71077 -2.05056 -2.06539
O -0.64829 -2.15644 -2.97720
```

Calculated values
total charge: -1
HOMO-LUMO gap: 7.12 eV
E: -5732.90437 a.u.

---

ORCA calculation (the ωB97M-V functional and the def2-TZVPD basis) on a structure of composition C25H16BrMnN4O3S.

```
51
C25H16BrMnN4O3S the ωB97M-V functional and the def2-TZVPD basis
Mn -0.36134 0.06504 0.03996
Br 4.34765 -5.52084 0.84496
C 2.91776 -4.25329 0.90013
C 2.28292 -3.99041 2.11769
C 1.25188 -3.08171 2.15891
C 0.81577 -2.38721 1.00382
O -0.14694 -1.53795 1.09512
C 1.48303 -2.68061 -0.22939
C 1.11070 -2.05841 -1.45463
N 0.19630 -1.13900 -1.57746
C -0.16314 -0.65548 -2.82145
C 0.11157 -1.25160 -4.04587
C -0.24887 -0.62532 -5.24627
C -0.90158 0.58094 -5.25493
C -1.26121 1.18693 -4.02887
C -1.97092 2.40111 -3.94210
C -2.30676 2.89510 -2.71130
C -1.94834 2.18067 -1.56192
N -1.28170 1.05117 -1.60155
C -0.91572 0.55262 -2.81158
C 2.53093 -3.62029 -0.24880
H 2.60637 -4.49759 3.01710
H 0.74905 -2.85739 3.09203
H 1.66460 -2.37425 -2.33897
H 0.60031 -2.21550 -4.07842
H -0.00751 -1.10790 -6.18610
H -1.15423 1.07394 -6.18597
H -2.24134 2.92696 -4.85177
H -2.84722 3.82654 -2.60847
H -2.20417 2.54248 -0.57410
H 3.02655 -3.84048 -1.18717
S -3.03051 1.81478 3.35466
C -4.00868 1.28278 2.05650
C -3.25904 0.75335 1.05169
C -1.84015 0.75270 1.28292
C -1.58243 1.30191 2.51323
C -0.26764 1.42598 3.14233
C -0.06084 2.01367 4.39562
C 1.21814 2.05619 4.91812
C 2.26785 1.52380 4.18449
C 1.97700 0.97521 2.94344
N 0.75284 0.92548 2.43871
H -5.08411 1.38442 2.11836
H -3.71395 0.35888 0.14849
H -0.90141 2.42448 4.94117
H 1.39518 2.50174 5.89018
H 3.28515 1.54219 4.55529
H 2.76113 0.56329 2.31443
O 1.88719 0.63220 -0.34159
N 1.80676 1.87626 -0.42230
O 0.66309 2.30242 -0.20834
```

Calculated values
total charge: -1
HOMO-LUMO gap (alpha / beta): 4.70 / 7.19 eV
E: -5530.16800 a.u.
<S²>: 0.8027
energy above the lowest of the compared OMol25 structures with the same formula, charge and spin: 229.47 kJ/mol
2S+1: 2

---

ORCA calculation (the ωB97M-V functional and the def2-TZVPD basis) on a structure of composition C25H16ClN3OPtS2.

```
49
C25H16ClN3OPtS2 the ωB97M-V functional and the def2-TZVPD basis
Pt -0.65878 -0.65734 0.20104
Cl 3.46566 -3.37759 5.49013
C 2.33654 -2.51467 4.49512
C 1.17615 -1.98974 5.06844
C 0.26684 -1.34153 4.26897
C 0.44761 -1.19340 2.87562
O -0.52105 -0.60766 2.22014
C 1.68443 -1.66756 2.31413
C 2.10782 -1.43072 0.97159
N 1.36469 -0.89072 0.02294
C 1.80191 -0.63814 -1.25265
C 3.14930 -0.56988 -1.65174
C 3.46839 -0.37865 -2.98724
C 2.48664 -0.26155 -3.95774
C 1.12514 -0.30464 -3.59960
C 0.06451 -0.19854 -4.52289
C -1.24192 -0.23814 -4.07776
C -1.50700 -0.37216 -2.72489
N -0.52128 -0.47769 -1.82628
C 0.77958 -0.46217 -2.23004
C 2.58867 -2.34647 3.15945
H 1.00685 -2.09049 6.13175
H -0.64402 -0.93388 4.68845
H 3.11179 -1.75519 0.71245
H 3.93195 -0.64200 -0.90937
H 4.51085 -0.31430 -3.27230
H 2.75157 -0.13549 -4.99953
H 0.29251 -0.09067 -5.57550
H -2.06848 -0.15334 -4.76904
H -2.51661 -0.37424 -2.33956
H 3.50898 -2.73164 2.73817
S -4.63346 1.47413 0.32674
C -4.95507 -0.20595 0.32149
C -3.81428 -0.94947 0.29561
C -2.63009 -0.16239 0.27938
C -2.92095 1.17806 0.29351
C -1.93006 2.23839 0.29144
C -2.23605 3.60167 0.31950
C -1.20682 4.52217 0.32337
C 0.10954 4.07825 0.30154
C 0.33381 2.71358 0.27104
N -0.65214 1.82764 0.26227
H -5.97860 -0.54677 0.34381
H -3.81861 -2.03157 0.29273
H -3.26935 3.92159 0.33991
H -1.42254 5.58253 0.34355
H 0.93934 4.77034 0.30748
H 1.34061 2.30948 0.25251
S -1.00450 -3.18152 0.17187
```

Calculated values
total charge: 0
HOMO-LUMO gap (alpha / beta): 4.69 / 4.43 eV
E: -2577.57523 a.u.
<S²>: 6.0754
energy above the lowest of the compared OMol25 structures with the same formula, charge and spin: 6.75 kJ/mol
2S+1: 5

---

ORCA calculation (the ωB97M-V functional and the def2-TZVPD basis) on a structure of composition C25H17BCl2N3O4PdS.

```
54
C25H17BCl2N3O4PdS the ωB97M-V functional and the def2-TZVPD basis
Pd 0.55227 -0.33717 0.03311
O 1.03523 3.21621 4.68121
C 1.73470 2.15578 5.11313
C 2.40875 2.19099 6.32928
C 3.13677 1.10507 6.77337
C 3.18547 -0.06383 6.02121
C 2.52280 -0.11907 4.81788
C 1.80658 0.98101 4.31981
C 1.24342 0.89455 2.99839
O 1.57613 -0.25896 2.27434
N 0.52462 1.78294 2.41669
N 0.19131 1.58377 1.14214
C -0.57016 2.41228 0.52228
C -0.83453 2.18966 -0.87471
C -1.72334 2.98982 -1.59645
C -1.95746 2.71412 -2.92652
C -1.27953 1.65892 -3.52447
C -0.40465 0.91189 -2.75302
N -0.19285 1.16474 -1.46723
H 1.12163 3.94096 5.31055
H 2.36098 3.09240 6.92955
H 3.67214 1.16909 7.71098
H 3.74706 -0.91778 6.37187
H 2.53968 -1.03077 4.23666
H -1.00665 3.25118 1.05574
H -2.22040 3.80167 -1.08110
H -2.66207 3.30180 -3.49880
H -1.43022 1.41389 -4.56582
H 0.14902 0.08238 -3.17270
Cl -1.74368 -1.08534 0.47245
C -1.68409 -2.80118 0.19399
C -2.64347 -3.59919 0.78411
C -2.62378 -4.96430 0.55034
C -1.65865 -5.50857 -0.27828
C -0.70038 -4.69306 -0.85788
Cl 0.49671 -5.38840 -1.87822
C -0.67394 -3.31090 -0.62250
S 0.58166 -2.34665 -1.35418
H -3.39709 -3.15495 1.42035
H -3.36099 -5.59956 1.02042
H -1.63600 -6.57058 -0.47953
O 2.84604 -0.99270 0.33984
B 2.59372 -0.08410 1.37178
O 3.51072 0.93978 1.39675
C 4.39332 0.65786 0.36991
C 5.52149 1.34901 -0.00266
C 6.25593 0.81037 -1.05558
C 5.85947 -0.36090 -1.69127
C 4.71238 -1.05111 -1.31105
C 3.99817 -0.51190 -0.26688
H 5.81347 2.25460 0.51059
H 7.15829 1.30834 -1.38229
H 6.46089 -0.75382 -2.49974
H 4.40450 -1.96829 -1.79404
```

Calculated values
total charge: +1
HOMO-LUMO gap (alpha / beta): 6.32 / 6.07 eV
E: -2899.29320 a.u.
energy above the lowest of the compared OMol25 structures with the same formula, charge and spin: 187.86 kJ/mol

---

ORCA calculation (the ωB97M-V functional and the def2-TZVPD basis) on a structure of composition C25H17BrN4O2Sc.

```
50
C25H17BrN4O2Sc the ωB97M-V functional and the def2-TZVPD basis
Sc -0.52646 -0.10970 -0.00723
Br 0.80201 -5.12416 5.36128
C 0.61825 -4.07827 3.80810
C 0.55866 -4.69725 2.55581
C 0.42807 -3.94969 1.40564
C 0.35128 -2.55851 1.46910
O 0.21988 -1.84372 0.36191
C 0.40953 -1.93252 2.72820
C 0.33386 -0.50640 2.92925
N 0.16173 0.40201 2.02802
C 0.06337 1.78694 2.38230
C 0.27756 2.30772 3.62540
C 0.07237 3.68105 3.89037
C -0.33795 4.52307 2.90307
C -0.53100 4.02177 1.59348
C -0.91474 4.84733 0.51111
C -1.05865 4.32147 -0.73750
C -0.81443 2.95011 -0.91722
N -0.44836 2.15131 0.06026
C -0.30779 2.66330 1.32470
C 0.54438 -2.71451 3.89304
H 0.61615 -5.77601 2.49203
H 0.38601 -4.42299 0.43420
H 0.42401 -0.20117 3.96995
H 0.60463 1.67610 4.43990
H 0.23968 4.05397 4.89156
H -0.50519 5.57494 3.09737
H -1.08994 5.90142 0.69148
H -1.35219 4.92729 -1.58244
H -0.92204 2.49199 -1.89270
H 0.58533 -2.22808 4.86017
O -2.39859 -0.17141 0.05570
C -3.43994 -0.14195 -0.79049
C -4.72997 -0.04350 -0.27615
C -5.82112 0.00329 -1.11976
C -5.64817 -0.04186 -2.50196
C -4.37204 -0.13992 -3.01184
C -3.24992 -0.19909 -2.17652
C -1.91079 -0.31896 -2.77709
N -0.72161 -0.17779 -2.19058
C 0.24337 -0.36511 -3.17049
C -0.36178 -0.62449 -4.34785
N -1.71589 -0.59691 -4.08055
H -4.84662 -0.01124 0.79887
H -6.81700 0.07943 -0.70247
H -6.49773 0.00526 -3.16848
H -4.25541 -0.15015 -4.08927
H 1.29700 -0.31974 -2.95400
H 0.02845 -0.83557 -5.32760
H -2.44423 -0.79196 -4.74446
```

Calculated values
total charge: +1
HOMO-LUMO gap: 7.17 eV
E: -4667.16714 a.u.
energy above the lowest of the compared OMol25 structures with the same formula, charge and spin: 0.00 kJ/mol

---

ORCA calculation (the ωB97M-V functional and the def2-TZVPD basis) on a structure of composition C25H18BrIrN2O2PSeTe4.

```
55
C25H18BrIrN2O2PSeTe4 the ωB97M-V functional and the def2-TZVPD basis
Ir -1.43995 -1.23203 -0.47871
Te -0.83402 -3.76389 -1.22738
Te 1.12721 -4.07770 -3.06186
Te 0.35161 -1.76869 -4.26598
Te -1.95991 -1.51025 -2.93674
Se -3.25567 0.36177 -0.02293
C -2.93703 1.46956 1.41200
N -2.75464 2.20721 2.28111
C 4.54625 -0.74952 -0.60831
C 4.17431 0.59261 -0.61488
C 2.83727 0.94123 -0.68283
C 1.85230 -0.04837 -0.76241
C 2.23141 -1.37980 -0.73891
C 3.57496 -1.73415 -0.66460
P 0.09336 0.44199 -0.78610
C -0.09690 1.47274 -2.27728
C -1.31984 2.10352 -2.51115
C -1.50489 2.88034 -3.64531
C -0.47294 3.03200 -4.56284
C 0.74676 2.41300 -4.33455
C 0.93661 1.63853 -3.19604
C 0.13833 1.64911 0.57115
C 0.46466 1.16233 1.83341
C 0.65903 2.02956 2.89280
C 0.51817 3.39746 2.70057
C 0.19394 3.88950 1.44645
C 0.01120 3.01988 0.37805
H 5.59344 -1.02098 -0.54837
H 4.92918 1.36627 -0.55451
H 2.55410 1.98763 -0.66144
H 1.47346 -2.14756 -0.76049
H 3.85156 -2.78103 -0.64781
H -2.13384 1.98176 -1.80595
H -2.45869 3.36487 -3.81048
H -0.61925 3.63356 -5.45156
H 1.55792 2.52893 -5.04321
H 1.89178 1.15925 -3.03417
H 0.59691 0.09823 1.98922
H 0.90505 1.63556 3.87056
H 0.64966 4.07738 3.53226
H 0.08012 4.95480 1.29330
H -0.22548 3.41868 -0.59920
Br 1.16615 -2.34692 3.76491
C -0.58818 -2.99693 3.51112
C -1.11084 -3.91873 4.40225
N -2.32610 -4.43649 4.25633
C -3.04873 -4.05230 3.20784
C -2.60496 -3.14708 2.24616
C -1.34611 -2.59729 2.42521
C -3.52832 -2.87645 1.07388
O -4.70537 -3.10062 1.20238
O -2.96143 -2.63489 -0.09788
H -0.52728 -4.24724 5.25463
H -4.03723 -4.48325 3.10209
H -0.90912 -1.85709 1.74620
```

Calculated values
total charge: 0
HOMO-LUMO gap (alpha / beta): 5.94 / 5.48 eV
E: -7716.74698 a.u.
<S²>: 0.7715
energy above the lowest of the compared OMol25 structures with the same formula, charge and spin: 122.00 kJ/mol
2S+1: 2